No. 1
{
  "formula": "C31H41FN6O13",
  "method": "the ωB97M-V functional and the def2-TZVPD basis",
  "mol_weight_g_mol": 724.70,
  "homo_lumo_gap_ev": 6.7,
  "smiles": "CC[C@@H](F)C1=C(CCC(=O)Nc2ccccc2)C(=O)C=C(CCc2ccccc2)C1=O.C[N+](=O)[O-].C[N+](=O)[O-].C[N+](=O)[O-].C[N+](=O)[O-].C[N+](=O)[O-]",
  "elements": ["C", "C", "C", "F", "C", "C", "C", "C", "C", "O", "N", "C", "C", "C", "C", "C", "C", "C", "O", "C", "C", "C", "C", "C", "C", "C", "C", "C", "C", "C", "O", "H", "H", "H", "H", "H", "H", "H", "H", "H", "H", "H", "H", "H", "H", "H", "H", "H", "H", "H", "H", "H", "H", "H", "H", "H", "H", "C", "N", "O", "O", "H", "H", "H", "C", "N", "O", "O", "H", "H", "H", "C", "N", "O", "O", "H", "H", "H", "C", "N", "O", "O", "H", "H", "H", "C", "N", "O", "O", "H", "H", "H"],
  "coordinates": [[-1.70585, -3.97401, -5.47779], [-0.62493, -2.76044, -5.08621], [-1.13400, -2.16272, -3.64338], [-1.52947, -3.36615, -2.81964], [-0.04374, -1.21953, -2.86195], [0.50763, 0.00182, -3.50854], [0.18141, 0.54668, -5.01939], [-1.40835, 0.76113, -5.35640], [-2.18180, 1.81880, -4.34302], [-2.03771, 3.13418, -4.66673], [-3.04222, 1.42691, -3.16144], [-3.20810, 2.57509, -2.17440], [-1.82553, 3.18027, -1.45419], [-1.89237, 4.45207, -0.41080], [-3.38890, 5.06046, -0.07627], [-4.79096, 4.47840, -0.77300], [-4.72440, 3.19869, -1.84784], [1.59715, 0.88885, -2.60253], [2.60463, 1.52166, -3.21088], [1.37938, 0.88803, -0.94608], [0.82109, -0.34308, -0.32495], [0.55861, -0.59949, 1.27582], [-0.98733, -1.07487, 1.55071], [-1.17772, -2.14449, 2.77855], [-2.67266, -2.20545, 3.50192], [-3.07222, -3.23101, 4.71818], [-1.93904, -4.28808, 5.29432], [-0.42799, -4.24025, 4.59729], [-0.05371, -3.19609, 3.34548], [0.46719, -1.59725, -1.34410], [0.66514, -2.82994, -0.86214], [-1.78557, -4.16027, -6.63093], [-2.80069, -3.70975, -5.08195], [-1.41367, -4.98683, -4.92661], [0.41104, -3.30345, -4.94446], [-0.55803, -1.97636, -5.95216], [-2.13590, -1.51824, -3.71842], [0.74544, -0.12529, -5.82517], [0.68824, 1.62324, -5.11044], [-1.45173, 1.27481, -6.43324], [-2.00572, -0.26313, -5.49553], [-2.71950, 0.54973, -2.69634], [-0.80579, 2.65099, -1.77633], [-0.87911, 4.83902, 0.03247], [-3.44607, 5.96265, 0.67007], [-5.83864, 4.96998, -0.51455], [-5.71057, 2.81861, -2.35266], [1.64717, 1.81559, -0.26601], [1.29109, -1.48716, 1.59117], [0.90254, 0.32473, 1.94930], [-1.58829, -0.08978, 1.85067], [-1.54398, -1.49391, 0.59202], [-3.49366, -1.46419, 3.10279], [-4.15652, -3.22293, 5.18217], [-2.24642, -4.99544, 6.17393], [0.37369, -5.00012, 5.04092], [1.01893, -3.23748, 2.87568], [2.50000, 6.09363, 2.28743], [1.41675, 5.23323, 1.73961], [0.28882, 5.73192, 1.64932], [1.72932, 4.08148, 1.41586], [2.08435, 7.07437, 2.52847], [2.88511, 5.60664, 3.18565], [3.27200, 6.17996, 1.52011], [1.87869, -4.45203, -7.56951], [0.49918, -4.78445, -8.01703], [-0.16164, -3.87719, -8.53591], [0.11862, -5.94677, -7.83462], [2.07840, -3.40143, -7.79103], [1.92960, -4.63592, -6.49440], [2.56739, -5.09916, -8.11645], [-0.04077, 3.83590, 5.73772], [1.17384, 3.92545, 4.88299], [1.71730, 2.86315, 4.55862], [1.54745, 5.05966, 4.56199], [-0.25268, 2.78406, 5.94134], [0.16832, 4.37366, 6.66474], [-0.86473, 4.29600, 5.18853], [4.18678, 3.91127, 7.15139], [2.99140, 3.71288, 8.01485], [2.76981, 4.56814, 8.87999], [2.30939, 2.70408, 7.79982], [4.68973, 4.83329, 7.45080], [4.84289, 3.05022, 7.29412], [3.83943, 3.97937, 6.11847], [3.08699, -5.66358, 1.96460], [2.69865, -6.49462, 3.13609], [1.67044, -7.17367, 3.03247], [3.43692, -6.44167, 4.12665], [2.35159, -5.80743, 1.17010], [3.10355, -4.62165, 2.29075], [4.07559, -5.99402, 1.63947]],
  "forces_ev_per_a": [[-0.6, -0.2, 0.4], [-0.8, -1.5, 0.3], [-0.1, -0.2, 0.3], [1.2, 2.9, -1.5], [1.4, 2.2, -0.9], [-0.7, -2.3, 2.1], [0.8, 0.9, 0.5], [-0.7, -0.3, -0.8], [0.5, 5.7, -1.1], [-1.0, -8.1, 2.1], [2.4, 2.0, -0.9], [-0.4, 2.9, 2.6], [-3.6, 1.5, 0.6], [-3.8, -2.5, -2.5], [0.3, -2.6, -2.4], [3.8, -1.8, -1.0], [4.1, 2.0, 2.1], [3.3, 1.7, -1.7], [-6.3, -3.6, 3.7], [-1.5, -3.3, 0.7], [0.9, 2.5, -2.0], [1.0, -0.9, -0.4], [-0.7, 0.6, 0.7], [-1.0, -2.8, 3.2], [2.2, -2.2, 1.3], [4.1, -0.1, -1.8], [0.9, 3.4, -3.7], [-3.0, 1.9, -0.7], [-3.8, 0.1, 1.6], [1.2, -3.7, 2.4], [-1.4, 7.2, -3.3], [0.3, 0.4, 2.3], [2.4, -0.4, -0.9], [-0.5, 2.3, -1.3], [-1.9, 1.4, -0.1], [-0.2, -1.4, 1.9], [2.2, -1.6, 0.0], [-1.5, 1.3, 1.8], [-1.1, -2.4, 0.4], [0.1, -0.9, 2.6], [1.3, 2.2, 0.6], [-0.3, 1.0, -0.6], [-2.4, 1.4, 0.9], [-2.5, -0.7, -0.8], [0.0, -2.0, -1.7], [2.6, -1.2, -0.6], [2.3, 0.7, 1.0], [-0.4, -2.0, -1.8], [-1.6, 1.9, -0.9], [-1.0, -1.9, -1.8], [1.2, -2.2, -0.6], [1.5, 0.7, 1.9], [1.8, -1.6, 0.9], [2.5, 0.0, -1.1], [0.9, 1.4, -2.0], [-1.8, 1.9, -1.3], [-2.4, 0.1, 1.1], [0.4, 0.4, -0.1], [-0.5, -0.4, -0.2], [1.4, -0.9, 0.1], [-0.7, 1.6, 0.4], [0.0, -0.3, -0.1], [0.0, 0.1, -0.6], [-0.2, -0.1, 0.0], [0.2, 0.3, 0.0], [-1.0, -0.4, -0.4], [0.7, -1.3, 0.7], [0.4, 1.8, -0.3], [-0.2, -0.3, 0.0], [0.0, -0.1, -0.2], [-0.2, 0.0, 0.2], [-0.3, -0.3, 0.1], [0.5, -0.8, -0.4], [-0.6, 2.0, 0.3], [-0.4, -1.6, 0.8], [0.2, 0.3, -0.1], [0.0, 0.0, -0.2], [0.2, 0.1, 0.1], [0.3, 0.2, 0.0], [-0.8, 0.0, 0.8], [0.1, -1.3, -1.2], [0.8, 1.5, 0.4], [-0.2, -0.2, 0.0], [-0.2, 0.1, -0.1], [0.1, -0.2, 0.2], [-0.1, 0.0, -0.4], [-0.5, -0.7, 0.8], [1.6, 0.9, 0.4], [-1.1, -0.1, -1.3], [0.1, 0.0, 0.3], [0.1, -0.2, 0.0], [-0.1, 0.1, 0.2]]
}

No. 2
{
  "formula": "C31H36Ge2N2O4Pd",
  "method": "the ωB97M-V functional and the def2-TZVPD basis",
  "mol_weight_g_mol": 752.28,
  "homo_lumo_gap_ev": [6.2, 7.5],
  "spin_multiplicity": 2,
  "charge": -1,
  "elements": ["Pd", "O", "C", "O", "C", "C", "C", "C", "C", "N", "C", "O", "O", "H", "H", "H", "H", "H", "C", "N", "C", "C", "C", "C", "C", "C", "C", "C", "H", "H", "H", "H", "H", "H", "H", "H", "H", "H", "H", "H", "C", "Ge", "C", "C", "Ge", "C", "C", "C", "C", "C", "C", "C", "C", "C", "C", "C", "C", "H", "H", "H", "H", "H", "H", "H", "H", "H", "H", "H", "H", "H", "H", "H", "H", "H", "H", "H"],
  "coordinates": [[-1.27149, 0.19060, 0.39281], [0.53058, 3.50496, -0.50552], [-0.60140, 3.45932, -1.32070], [-0.50560, 3.60453, -2.52644], [-1.93301, 3.26907, -0.59003], [-2.72715, 4.40599, -0.69862], [-3.80047, 4.53491, 0.25523], [-4.06140, 3.48002, 1.03744], [-3.40700, 2.18202, 0.79898], [-2.19662, 2.14112, 0.11284], [-3.98919, 0.99520, 1.25334], [-5.22222, 0.96200, 1.91830], [-3.42689, -0.07296, 1.14000], [1.35548, 3.53924, -0.99919], [-2.45999, 5.26871, -1.31309], [-4.28399, 5.50690, 0.27047], [-4.78083, 3.55330, 1.84188], [-5.58211, 1.83755, 1.75497], [-2.47629, -0.45038, -2.51631], [-1.91773, -1.73651, -2.90932], [-3.03625, -2.72405, -3.09510], [-0.77251, -2.14859, -2.01578], [-1.16517, -2.51242, -0.65220], [-1.54705, -3.84777, -0.48768], [-1.69633, -4.40316, 0.76900], [-1.68699, -3.60017, 1.92221], [-1.35873, -2.26949, 1.72968], [-1.11026, -1.72728, 0.49056], [-2.97855, 0.00219, -3.35990], [-1.61389, 0.18735, -2.22264], [-3.09957, -0.53065, -1.61824], [-3.84116, -2.17192, -3.58088], [-3.32862, -3.08238, -2.10974], [-2.66934, -3.60715, -3.70060], [-0.06607, -1.24839, -1.92140], [-0.21714, -2.97124, -2.48089], [-1.67894, -4.51035, -1.33839], [-1.83044, -5.48542, 0.78753], [-1.91442, -4.03132, 2.89319], [-1.29245, -1.56290, 2.60925], [0.23214, 1.34884, 3.50731], [1.86371, 0.97297, 2.57714], [2.80146, 2.66207, 2.41150], [2.99084, -0.03012, 3.79522], [1.15944, 0.19956, 0.37342], [2.05318, 1.25675, -1.08637], [1.46523, 1.19654, -2.32864], [2.19824, 1.44246, -3.41850], [3.46013, 2.04120, -3.42214], [4.05072, 2.16080, -2.17869], [3.39957, 1.66192, -1.02604], [2.08440, -1.63380, 0.21746], [2.73587, -2.17640, -0.82866], [3.33866, -3.46091, -0.74906], [3.32984, -4.19958, 0.38889], [2.66644, -3.70945, 1.54278], [2.03929, -2.45950, 1.37239], [0.39826, 1.84829, 4.44444], [-0.31957, 0.40741, 3.63932], [-0.45642, 1.97491, 2.85225], [3.86102, 2.61335, 2.13348], [2.78389, 3.16196, 3.36871], [2.44703, 3.37872, 1.71215], [3.89108, -0.36351, 3.44430], [2.37096, -0.85501, 4.07950], [3.00911, 0.74835, 4.63438], [0.43078, 0.90948, -2.36704], [1.76089, 1.10639, -4.40546], [3.74534, 2.50334, -4.33942], [5.08362, 2.50109, -2.04058], [3.96149, 1.67358, -0.08549], [2.93472, -1.54343, -1.71804], [3.88706, -3.84948, -1.59425], [3.89951, -5.10478, 0.36988], [2.60948, -4.22679, 2.46964], [1.49380, -2.08767, 2.23919]],
  "forces_ev_per_a": [[0.4, 0.6, -0.3], [-2.5, 0.1, 0.3], [1.7, -0.4, -0.7], [-0.3, 0.0, 1.4], [1.0, 0.3, -0.3], [-0.4, -0.2, 0.8], [1.1, 0.6, -1.4], [-0.1, -1.5, 0.1], [-0.9, 2.6, 0.2], [0.0, 1.3, -0.2], [-0.7, -0.1, 0.9], [1.0, 0.7, -0.8], [0.9, -1.9, -0.3], [-0.1, -0.1, -0.7], [0.1, -0.6, 0.1], [-0.2, -0.2, 0.5], [-0.1, 0.0, 0.0], [-0.5, 0.1, 0.2], [1.4, -0.1, 0.6], [0.1, -0.5, -0.5], [2.2, 0.1, 0.1], [0.0, 2.2, -1.2], [-0.3, -1.6, 0.8], [0.4, -0.2, 0.6], [-0.6, -0.3, 0.3], [0.4, -0.5, -0.9], [-0.3, 0.6, 2.2], [0.5, 0.4, -0.6], [-0.4, 0.2, -0.1], [-0.7, -0.1, -0.3], [-0.4, 0.2, -0.1], [0.0, -0.4, -0.1], [-0.6, -0.2, 0.0], [-0.5, 1.0, 0.5], [-0.9, -1.2, -0.5], [-0.2, 0.1, -0.1], [0.3, 0.1, -0.1], [-0.3, 0.2, 0.4], [0.2, 0.2, 0.0], [-0.2, -1.0, -0.9], [-1.7, 0.3, -0.9], [0.4, 0.3, -1.5], [1.2, 0.5, 0.1], [-2.7, 2.0, 1.7], [-0.1, -0.7, -0.2], [1.4, -0.8, 1.5], [-0.7, -0.6, 1.4], [-0.1, 0.0, -4.0], [-1.3, -0.3, 1.1], [0.7, -0.3, 0.8], [-0.2, 0.5, -0.4], [-1.0, 0.2, 2.0], [1.6, -0.3, -1.9], [-0.1, 1.3, -0.9], [-0.3, 0.0, 1.4], [-0.3, 1.6, -2.4], [0.0, -0.4, 1.0], [-0.1, 0.2, 0.6], [0.1, 0.2, 0.3], [0.9, -0.6, 0.8], [0.0, -0.5, 0.2], [0.0, 0.2, 0.6], [-0.9, 0.5, -0.7], [2.4, -0.6, -0.7], [-0.1, -0.6, 0.6], [0.5, -1.4, -0.8], [-0.2, -0.3, -0.4], [0.4, 1.0, 1.0], [1.0, -0.1, -0.4], [-0.4, 0.2, -0.3], [-0.3, -0.1, -0.3], [-0.3, -0.6, 0.3], [0.0, 0.1, -0.2], [0.1, -0.6, 0.3], [0.0, -0.4, 0.5], [0.0, 0.0, -0.1]]
}